[1]
{
  "formula": "C3H4N2",
  "method": "ωB97M-V/def2-TZVPD",
  "smiles": "[H]/N=C(/N)C#C",
  "lumo_energy_ev": 0.2,
  "orbital_gap_ev": 9.583,
  "largest_force_ev_per_a": 7.9,
  "de_lowest_ev": 4.503,
  "e_homo_ev": -9.348,
  "symbols": ["H", "N", "C", "N", "C", "C", "H", "H", "H"],
  "positions_angstrom": [[-0.339, 2.151, 0.353], [-1.027, 1.375, -0.146], [-0.438, 0.216, -0.082], [-1.376, -0.936, -0.199], [0.989, -0.243, 0.035], [2.277, 0.030, -0.090], [-1.071, -2.001, 0.300], [-2.340, -0.531, 0.200], [3.326, -0.061, -0.372]]
}

=====

[2]
{
  "formula": "C3H4N2",
  "method": "ωB97M-V/def2-TZVPD",
  "smiles": "N#C[C@H]1CN1",
  "lumo_energy_ev": 0.7,
  "orbital_gap_ev": 11.206,
  "largest_force_ev_per_a": 1.9,
  "de_lowest_ev": 1.733,
  "e_homo_ev": -10.517,
  "symbols": ["N", "C", "C", "C", "N", "H", "H", "H", "H"],
  "positions_angstrom": [[-0.506, 2.183, -1.700], [-0.154, 1.357, -0.987], [0.321, 0.398, 0.050], [-0.551, -0.724, 0.481], [0.603, -0.934, -0.394], [0.977, 0.864, 0.825], [-1.547, -0.713, 0.076], [-0.562, -1.149, 1.485], [1.419, -1.281, 0.166]]
}